Record 1
Density functional theory data (ωB97M-V/def2-TZVPD) for a cluster of 2 separate species, CH5N2O in total in a non-equilibrium geometry.

Cartesian coordinates (Å):
O -0.8621 -2.0121 -1.4955
H -0.5523 -1.1621 -1.0913
N -0.0324 0.3609 -0.4769
C 0.5961 0.5734 0.7174
N 0.5154 1.5499 1.6338
H -0.6384 1.2317 -0.5711
H -0.4565 -2.6713 -0.9300
H 1.1349 -0.2411 1.2367
H 0.2953 2.3708 0.9770

Forces on the atoms, in the same order (eV/Å):
-0.18 -0.60 -0.18
0.15 0.70 0.03
0.69 1.87 1.72
-1.45 -0.60 1.15
0.49 1.27 -3.03
0.78 -1.27 -0.20
0.01 -0.15 0.03
-0.08 -0.61 -1.04
-0.41 -0.61 1.51

Values from the calculation:
**Relative energy (zero: lowest compared OMol25 entry of this formula, charge and spin)**: 0.442 eV
**Charge**: -1
**Gap between HOMO and LUMO**: 7.6831 eV

---

Record 2
Density functional theory data (ωB97M-V/def2-TZVPD) for a cluster of 7 separate species, C22H60ClN4O13 in total in a non-equilibrium geometry.

Cartesian coordinates (Å):
Cl 0.4558 0.8932 -1.9083
O 0.3252 1.4797 -3.2001
O -0.8628 1.0194 -1.2539
O 0.7594 -0.5121 -1.9992
O 1.3871 1.5798 -1.1310
C -5.3806 -4.3243 0.9727
O -6.2134 -3.2033 1.4473
C -7.1012 -2.6704 0.4139
C -7.2626 -1.0767 0.5899
N -6.2130 -0.1090 0.1507
C -4.9242 -0.4208 0.8049
C -3.9229 -1.0776 -0.1350
O -4.3771 -1.7912 -1.2664
C -3.3875 -2.1423 -2.1560
H -4.5553 -3.9598 0.3611
H -5.9984 -4.9722 0.3509
H -4.9254 -4.7943 1.8445
H -7.9878 -3.2996 0.4916
H -6.6343 -2.8519 -0.5542
H -7.5219 -0.9232 1.6374
H -8.1457 -0.6759 0.0923
H -6.2111 -0.1231 -0.8592
H -5.1320 -1.0170 1.6934
H -4.4946 0.5000 1.1995
H -3.1354 -1.6361 0.3710
H -3.5345 -0.1837 -0.6230
H -2.7949 -1.2918 -2.4932
H -4.0276 -2.5717 -2.9266
H -2.6724 -2.8245 -1.6962
C 0.7976 -0.5421 3.0999
C -0.4884 -0.7962 2.4034
O -0.9199 0.3818 1.6969
O 1.9097 -0.3082 2.1908
H 1.0778 -1.3446 3.7822
H 0.6771 0.3279 3.7454
H -1.3090 -1.0426 3.0772
H -0.3862 -1.6386 1.7192
H -0.4750 0.3175 0.8487
H 1.7436 0.4271 1.5964
C -4.4985 3.0644 -0.6235
C -5.8643 3.5004 -0.1681
O -6.3942 2.6400 0.8331
O -4.5215 2.0415 -1.6209
H -4.0397 2.5741 0.2352
H -3.8388 3.8868 -0.9001
H -6.5018 3.6158 -1.0447
H -5.8515 4.4926 0.2828
H -6.4889 1.7695 0.4394
H -3.6087 1.7453 -1.5945
C 3.7422 -2.4509 -0.7828
C 4.0121 -2.9178 0.6648
C 5.4472 -3.5824 0.6573
O 5.5634 -4.1014 1.9521
C 6.8539 -4.5255 2.3150
N 4.0893 -1.6890 1.5103
H 4.6311 -2.3190 -1.3996
H 3.0546 -1.6169 -0.6420
H 3.2216 -3.2366 -1.3303
H 3.2707 -3.6271 1.0325
H 6.1717 -2.8210 0.3682
H 5.5350 -4.4496 0.0027
H 7.2661 -5.4689 1.9570
H 6.9182 -4.6517 3.3957
H 7.6145 -3.8181 1.9844
H 3.2233 -1.1922 1.6633
H 4.6032 -1.7435 2.3781
C 4.0800 1.9240 -3.5112
C 4.5259 0.4487 -3.9062
C 5.7848 -0.0485 -3.1598
O 6.0303 -1.3668 -3.7169
C 7.3830 -1.8209 -3.6054
N 3.2801 -0.3056 -3.7001
H 4.6344 2.6559 -4.0987
H 4.2827 2.1717 -2.4692
H 3.0465 2.0808 -3.8200
H 4.8524 0.4155 -4.9457
H 5.5007 -0.0152 -2.1080
H 6.6779 0.5612 -3.2969
H 8.0872 -1.0800 -3.9839
H 7.5042 -2.7673 -4.1324
H 7.7092 -1.8929 -2.5678
H 3.4034 -1.3063 -3.6401
H 3.0340 -0.1185 -2.7386
C -1.7506 5.1510 1.7608
C -0.5048 4.5796 0.9714
C 0.4968 3.8868 1.8729
O 1.1111 4.8174 2.7552
C 1.5480 4.1685 3.9730
N -1.0441 3.8480 -0.1811
H -2.6063 5.3216 1.1075
H -1.6063 5.9071 2.5326
H -2.1732 4.3682 2.3907
H 0.0856 5.4344 0.6415
H 1.2683 3.3675 1.3044
H -0.0915 3.1818 2.4603
H 2.1891 4.8300 4.5556
H 2.2210 3.3381 3.7594
H 0.7639 3.6784 4.5501
H -1.0976 2.8466 -0.0609
H -0.3749 3.8185 -0.9371

Forces on the atoms, in the same order (eV/Å):
-3.91 -1.38 -1.23
0.48 0.18 -0.59
0.35 -0.24 0.29
0.41 0.04 0.16
2.51 1.25 1.76
-0.78 1.68 0.20
0.62 -0.49 -0.72
1.65 0.88 0.26
-0.62 -0.42 -0.06
-0.78 -1.74 1.30
-0.84 -0.56 -0.14
0.97 1.68 -1.11
-2.26 -0.16 1.96
-0.01 -0.06 -0.30
-0.05 0.24 -0.21
0.08 -0.42 0.26
-0.47 -0.18 0.00
-0.61 0.67 -0.12
0.00 0.03 -0.18
0.47 0.13 0.24
-0.35 -0.70 -0.34
0.71 -0.03 -0.14
-0.14 -0.19 -0.19
0.29 0.08 -0.29
0.11 0.07 0.23
1.18 0.04 0.28
-0.09 0.28 -0.27
0.99 -0.33 -0.59
0.05 -0.51 -0.16
1.01 0.79 0.24
-0.93 0.33 -0.69
0.45 -0.80 0.42
-1.19 -0.27 0.97
0.19 -0.30 -0.37
-0.02 0.29 -0.03
0.21 -0.03 0.37
0.05 -0.08 -0.20
-0.29 0.48 -0.76
-0.38 0.32 -0.04
0.54 -0.35 0.86
-0.11 0.10 0.13
-0.17 0.95 -0.28
-0.36 0.38 -0.12
0.20 0.41 0.48
-0.14 0.17 -0.27
-0.39 -0.30 -0.18
0.39 0.03 0.06
-0.02 -0.95 -0.03
0.24 -0.39 -0.52
-1.02 -1.08 0.75
2.34 1.14 -0.45
-2.35 -0.16 0.42
1.20 -0.45 1.16
0.69 0.29 0.39
0.91 -0.71 -0.84
0.14 0.83 0.40
0.30 0.30 -0.89
-0.39 -0.10 0.03
-0.01 -0.20 -0.13
0.27 0.13 0.35
-0.24 0.16 -0.73
-0.81 -0.57 -0.76
-0.26 0.41 0.10
0.03 0.50 0.18
0.03 -0.45 -0.13
-0.08 -0.56 -0.07
1.29 -0.56 -1.12
-0.27 1.44 0.20
-1.12 -0.55 -0.59
0.70 0.14 0.62
-0.45 0.87 0.44
0.91 -0.30 0.42
0.35 0.05 -0.03
-0.40 -0.24 0.13
-0.07 -0.27 0.51
-0.54 0.06 -0.31
0.41 -0.69 0.45
-0.05 0.31 -0.24
0.00 0.15 -0.65
-0.19 0.11 0.09
-0.28 -0.51 0.36
0.43 -0.40 -0.57
-0.65 0.36 0.23
0.15 -1.39 0.49
-0.91 1.57 0.31
-0.71 -0.59 0.45
0.11 -0.34 1.36
0.66 -0.20 -1.13
0.74 -0.13 -0.12
0.43 0.67 -0.29
0.44 0.55 -0.61
0.16 -0.73 0.05
-0.30 0.28 -0.62
0.00 -0.17 -0.20
0.19 -0.55 0.16
-0.60 0.43 0.03
0.19 -0.25 -0.52
-0.49 0.59 0.08
-0.44 -0.39 0.80
0.32 0.60 -0.29

Values from the calculation:
**Charge**: -1
**Gap between HOMO and LUMO**: 8.7317 eV

---

Record 3
Density functional theory data (ωB97M-V/def2-TZVPD) for a cluster of 3 separate species, C26H41N3O5 in total in a non-equilibrium geometry.

Cartesian coordinates (Å):
O -3.6600 1.6966 3.6949
C -2.4362 1.5601 3.4720
C -1.1735 1.9075 4.3733
C -0.9961 2.1281 5.8914
C 0.4529 2.4555 6.3910
C 1.6990 2.5236 5.4476
C 1.5105 2.2994 3.9011
C 0.0686 2.0183 3.4370
C -0.5777 1.7743 2.0036
O -0.1135 2.1896 0.9218
N -1.8447 1.0183 2.2028
O -1.3993 -0.2845 2.2596
H -1.8998 2.0666 6.5769
H 0.5918 2.6381 7.5065
H 2.7414 2.7410 5.8613
H 2.3570 2.3354 3.1457
H -1.3859 -0.5913 3.1986
C 3.3074 6.1242 -3.3479
C 3.1374 4.8236 -4.1711
C 1.9901 5.0085 -5.1882
C 0.6107 5.0064 -4.5374
C 0.4130 3.7616 -3.6796
C 1.5492 3.5183 -2.6616
N 2.9123 3.6585 -3.2613
O 3.1642 2.5265 -3.9742
C 1.4091 4.4918 -1.4682
C 1.3208 2.1244 -2.0182
C 4.4743 4.7105 -4.9497
H 3.8272 6.8937 -3.9277
H 2.3633 6.5824 -3.0558
H 3.9031 5.9493 -2.4475
H 2.0236 4.2092 -5.9384
H 2.1240 5.9458 -5.7394
H 0.4645 5.9087 -3.9358
H -0.1580 5.0354 -5.3165
H -0.5470 3.8366 -3.1580
H 0.3259 2.8967 -4.3492
H 2.2728 4.4213 -0.8001
H 0.5225 4.2543 -0.8727
H 1.2864 5.5326 -1.7621
H 1.2593 1.3246 -2.7608
H 0.3784 2.0999 -1.4649
H 2.1214 1.8785 -1.3140
H 5.3189 4.6000 -4.2622
H 4.6520 5.6087 -5.5488
H 4.4899 3.8716 -5.6499
C 0.2436 -5.5352 1.0723
C -1.0163 -6.1643 1.7165
C -1.6450 -7.1735 0.7310
C -2.3454 -6.5005 -0.4449
C -3.3619 -5.4728 0.0397
C -2.7866 -4.4544 1.0491
N -1.9768 -5.0956 2.1305
O -2.8468 -5.6476 3.0204
C -1.9214 -3.4068 0.3106
C -3.9697 -3.6175 1.6061
C -0.4501 -6.9468 2.9305
H 1.0908 -6.2278 1.1033
H 0.1191 -5.2909 0.0181
H 0.5532 -4.6316 1.6051
H -2.3722 -7.8047 1.2559
H -0.8761 -7.8532 0.3478
H -1.6171 -6.0286 -1.1114
H -2.8563 -7.2600 -1.0457
H -3.7783 -4.9473 -0.8261
H -4.2005 -6.0126 0.4973
H -1.4048 -2.7535 1.0198
H -2.5400 -2.7649 -0.3239
H -1.1810 -3.8408 -0.3584
H -4.7498 -4.2396 2.0522
H -4.4526 -3.0472 0.8072
H -3.6271 -2.9024 2.3601
H 0.0258 -6.2680 3.6454
H 0.3057 -7.6693 2.6083
H -1.2133 -7.5225 3.4597

Forces on the atoms, in the same order (eV/Å):
5.08 -0.70 -0.87
-1.64 0.17 1.56
3.23 0.86 1.34
2.96 0.42 -2.82
-0.62 -0.66 -2.98
-3.58 -0.74 -1.86
-3.44 -0.05 2.75
-0.72 -0.11 2.36
2.71 1.78 -1.23
-2.08 -1.85 3.92
-0.38 3.09 -0.54
-0.10 -2.04 1.13
1.54 0.14 -0.89
-0.13 -0.32 -1.78
-1.81 -0.37 -0.60
-1.26 -0.02 1.24
0.22 0.36 -0.66
-0.18 0.19 0.22
0.92 1.82 -0.26
-0.26 -0.29 0.07
-0.01 0.03 0.04
0.19 0.03 -0.42
-1.09 0.11 1.83
-0.70 -2.85 -3.18
0.07 1.89 1.62
-0.08 0.36 0.01
0.42 -0.21 -0.57
-0.11 -0.73 0.05
-0.03 -0.28 -0.09
0.02 -0.13 0.09
-0.10 -0.06 -0.07
0.13 -0.05 0.17
0.23 -0.06 0.16
0.05 -0.01 0.00
0.05 0.02 0.08
0.21 -0.10 0.18
0.19 -0.01 0.13
-0.03 -0.02 -0.14
0.12 -0.19 -0.18
0.13 -0.01 -0.05
0.23 0.18 -0.02
0.16 0.33 -0.11
-0.04 0.06 -0.10
-0.12 -0.04 -0.03
-0.26 0.03 0.24
-0.09 -0.04 0.26
0.08 0.19 -0.27
1.99 -0.54 -0.26
-0.38 0.11 -0.05
0.03 0.04 -0.03
0.06 -0.43 0.18
-0.28 1.81 -1.15
-3.14 -2.71 1.24
1.77 1.35 -1.10
0.28 -0.06 -0.21
0.05 -0.52 0.57
-0.66 0.16 0.32
-0.26 -0.05 0.14
-0.08 0.11 0.08
-0.11 -0.06 -0.05
0.05 0.17 0.13
0.10 0.17 0.21
0.02 0.00 0.05
0.06 0.07 0.03
0.07 0.19 0.21
0.11 0.13 0.15
-0.06 -0.11 -0.04
-0.10 -0.15 0.20
0.04 -0.05 0.11
0.25 -0.02 0.07
0.32 -0.14 -0.08
0.01 -0.11 -0.06
-0.10 -0.02 -0.08
-0.09 0.24 -0.25
-0.05 0.26 -0.07

Values from the calculation:
**Gap between HOMO and LUMO (spin up / spin down)**: 7.3785 / 8.0020 eV
**<S²>**: 2.009
**Multiplicity**: 3

---

Record 4
Density functional theory data (ωB97M-V/def2-TZVPD) for an isolated molecule of C12H12N4S3 in a non-equilibrium geometry.

Cartesian coordinates (Å):
C 4.3565 0.1175 2.2937
C 3.1633 -0.2755 1.4371
N 1.9691 -0.3334 2.2475
C 0.8425 -0.9503 1.8629
N -0.2972 -0.8279 2.4667
N -1.2565 -1.5756 1.9436
C -0.9050 -2.2802 0.9377
C -1.8084 -3.1925 0.2104
S -1.6201 -3.0993 -1.6092
C -1.6928 -1.3884 -1.8351
N -1.8692 -0.5463 -0.8909
C -1.8385 0.7399 -1.3421
C -1.9827 1.8758 -0.5533
C -1.9234 3.1128 -1.1607
C -1.7244 3.2320 -2.5340
C -1.5755 2.1146 -3.3345
C -1.6308 0.8705 -2.7332
S -1.4685 -0.7089 -3.4572
S 0.8012 -2.0816 0.5068
H 4.2162 1.1122 2.7109
H 4.4833 -0.5887 3.1102
H 5.2600 0.1207 1.6909
H 3.0408 0.4400 0.6107
H 3.3206 -1.2676 1.0029
H 1.8454 0.3883 2.9424
H -2.8392 -2.9538 0.4703
H -1.5947 -4.2382 0.4413
H -2.1352 1.7620 0.5079
H -2.0337 4.0050 -0.5628
H -1.6839 4.2128 -2.9831
H -1.4193 2.2043 -4.3980

Forces on the atoms, in the same order (eV/Å):
-0.16 -0.15 -0.18
0.10 0.09 -0.11
0.46 0.35 0.37
-0.26 -0.78 -0.76
0.92 1.11 0.85
-1.21 -0.90 -0.43
0.92 -0.11 0.11
-0.28 0.01 -0.53
0.07 -0.57 0.15
-0.01 0.38 -0.42
-0.23 -0.56 0.37
0.12 0.60 -0.85
0.01 -0.07 -0.06
-0.02 0.05 0.10
0.02 0.04 -0.13
0.00 0.05 -0.08
-0.04 -0.17 0.33
-0.05 0.04 0.49
-0.52 0.35 0.58
0.03 0.11 0.05
0.03 -0.05 0.08
0.11 0.06 -0.02
0.04 -0.14 0.01
0.05 0.10 0.00
-0.08 -0.06 -0.01
0.09 -0.03 0.09
-0.08 0.03 -0.04
-0.02 0.00 0.14
-0.01 0.08 0.05
0.00 0.08 -0.04
0.02 0.08 -0.11

Values from the calculation:
**Structure (SMILES)**: CCNc1nnc(CSc2nc3ccccc3s2)s1
**Gap between HOMO and LUMO**: 8.7321 eV

---

Record 5
Density functional theory data (ωB97M-V/def2-TZVPD) for an isolated molecule of C16H20N2O3.

Cartesian coordinates (Å):
H 4.6565 2.1419 -1.8928
N 4.7994 1.3269 -1.3056
C 3.7841 1.0020 -0.6166
O 2.6436 1.7584 -0.7343
C 1.5196 1.4773 -0.0368
C 0.4136 2.2965 -0.2212
C -0.7608 2.0379 0.4680
O -1.8548 2.8185 0.3062
C -0.8473 0.9520 1.3631
C -2.1495 0.6613 2.0472
C -3.1317 -0.0138 1.0792
C -2.6730 -1.4138 0.6721
C -3.4463 -1.9686 -0.5321
C -2.6883 -1.8378 -1.8549
C -2.3973 -0.3977 -2.2599
C 0.2632 0.1578 1.5394
C 1.4592 0.3946 0.8520
C 2.6328 -0.4027 0.9905
C 3.7636 -0.1304 0.2927
C 4.9426 -1.0345 0.5091
N 6.0372 -0.7322 -0.2024
O 4.8744 -1.9707 1.2847
H 0.4822 3.1285 -0.9075
H -1.6644 3.5330 -0.3142
H -1.9786 0.0135 2.9080
H -2.5878 1.5991 2.3923
H -3.2381 0.6178 0.1984
H -4.1107 -0.0809 1.5582
H -1.6087 -1.3939 0.4306
H -2.7972 -2.0801 1.5286
H -4.4084 -1.4586 -0.6143
H -3.6540 -3.0288 -0.3727
H -3.2804 -2.3131 -2.6410
H -1.7451 -2.3844 -1.7789
H -1.7276 0.0788 -1.5480
H -1.9219 -0.3732 -3.2385
H -3.3193 0.1778 -2.3142
H 0.2219 -0.6749 2.2254
H 2.6337 -1.2486 1.6632
H 6.8575 -1.3045 -0.0968
H 6.0065 0.0695 -0.8261

Forces on the atoms, in the same order (eV/Å):
-0.20 0.02 0.07
-0.03 0.21 -0.15
0.27 0.25 -0.31
0.09 0.07 -0.09
-0.67 -0.39 0.60
0.18 0.00 -0.10
0.58 -0.32 0.05
-0.20 0.10 0.01
-0.19 0.19 0.07
-0.22 0.09 -0.21
0.22 -0.15 0.19
-0.33 0.11 -0.08
0.29 -0.18 -0.03
-0.20 0.11 0.05
0.02 -0.26 -0.03
0.16 0.32 -0.26
-0.04 0.45 -0.35
0.66 0.07 -0.33
-0.78 -0.27 0.55
0.20 0.03 -0.11
0.37 -0.11 -0.07
-0.14 -0.22 0.23
0.02 0.09 -0.08
0.01 -0.10 0.07
0.01 0.03 0.07
0.01 -0.05 0.14
-0.09 0.04 -0.06
-0.08 0.02 -0.07
0.07 -0.06 0.01
0.09 -0.01 0.05
-0.11 -0.02 0.00
-0.10 0.01 0.00
0.07 -0.06 -0.03
0.00 -0.08 -0.03
0.08 0.15 0.08
0.06 0.09 -0.07
-0.08 0.13 0.00
-0.04 -0.11 0.10
0.08 -0.10 0.04
-0.10 -0.04 0.07
0.08 -0.04 0.00

Values from the calculation:
**Structure (SMILES)**: [H]/N=c1\oc2cc(O)c(CCCCCC)cc2cc1C(N)=O
**Relative energy (zero: lowest compared OMol25 entry of this formula, charge and spin)**: 1.231 eV
**Gap between HOMO and LUMO**: 8.1667 eV

---

| no. | energy (eV) |
| --- | --- |
| 1 | -6145.8571 |
| 2 | -68876.5647 |
| 3 | -42324.2252 |
| 4 | -51104.7589 |
| 5 | -26040.3073 |